(1)
C27H52GeIrN3O5S4Si4 as an isolated structure in a non-equilibrium geometry. Source: the OMol25 dataset; level of theory: the ωB97M-V functional and the def2-TZVPD basis.

Its multiplicity is 6. Its expectation value of S² is 8.79. As for the net charge: -1. For the total energy, the calculation gives -6532.38237 Ha. For the lowest unoccupied orbital energy (alpha / beta), the calculation gives 0.443 / 0.081 eV. The highest occupied orbital energy (alpha / beta) comes out at -2.2 / -5.5 eV.

Atoms and positions in Å:
Ir -0.2909 0.5159 -0.2896
O -5.7298 -0.3324 3.6831
C -4.9301 -0.1149 2.8117
S -4.2745 -1.3686 1.7428
C -3.2259 -0.3215 0.7820
C -3.2112 1.0145 1.1211
S -2.2668 2.1858 0.3446
S -4.1937 1.4705 2.5220
S -2.2717 -1.0012 -0.4529
C 1.8759 0.6472 -3.5191
Ge 2.7409 0.1061 -1.8198
C 3.8904 1.5638 -1.1237
C 4.1659 -1.2263 -2.3345
C 1.5886 -0.7186 -0.4239
H 0.9405 0.1125 -3.6814
H 2.5447 0.4653 -4.3611
H 1.6427 1.7088 -3.4775
H 4.7065 1.7328 -1.8276
H 4.3228 1.2696 -0.1662
H 3.3627 2.5015 -0.9836
H 4.3846 -1.1530 -3.4003
H 3.8838 -2.2558 -2.1135
H 5.0938 -1.0061 -1.8061
H 2.0473 -0.4048 0.5185
O 0.5341 2.3730 -1.3140
C 1.1116 2.8351 -0.2701
O 1.2220 2.0956 0.7642
C 1.6243 4.1996 -0.2583
C 2.3579 4.6755 0.8464
C 2.7958 5.9707 0.9030
C 2.5062 6.8557 -0.1609
C 1.7876 6.3803 -1.2833
C 1.3656 5.0782 -1.3304
N 2.9266 8.1750 -0.1055
O 3.5587 8.5711 0.9150
O 2.6636 8.9418 -1.0718
H 2.5761 3.9755 1.6440
H 3.3604 6.3479 1.7428
H 1.5847 7.0710 -2.0884
H 0.8175 4.6915 -2.1790
N 0.6353 0.6273 4.9813
C -0.4994 1.5014 4.5258
C -0.4580 1.5748 3.0043
N -0.5111 0.2541 2.3884
C 0.5279 -0.6164 2.8915
C 0.4784 -0.7489 4.4139
H 0.6979 0.6132 5.9979
H 1.4969 1.0244 4.5940
H -0.3946 2.4923 4.9656
H -1.4355 1.0523 4.8615
H 0.4470 2.0706 2.6372
H -1.2942 2.1739 2.6518
H -1.4349 -0.1593 2.4816
H 1.4896 -0.1881 2.5880
H 0.4401 -1.5963 2.4237
H 1.2737 -1.3962 4.7823
H -0.4854 -1.1438 4.7362
C 4.4872 -1.9143 1.1844
Si 3.1485 -3.2562 0.9894
C 3.9998 -4.7713 0.2145
C 2.7743 -3.7052 2.8256
Si 1.3161 -2.5702 -0.4120
Si -0.5729 -4.0146 0.7661
C -2.1514 -4.4480 -0.1964
C -1.2043 -3.5507 2.5144
C 0.3116 -5.6907 1.0134
Si 0.8865 -3.3502 -2.6182
C -0.7357 -2.5248 -3.1495
C 0.7110 -5.2500 -2.6854
C 2.0871 -3.0326 -4.0623
H 5.4223 -2.2953 1.5981
H 4.1398 -1.1073 1.8334
H 4.7079 -1.4681 0.2159
H 4.8792 -5.0972 0.7735
H 4.3194 -4.5430 -0.8037
H 3.3078 -5.6134 0.1597
H 3.3975 -4.5362 3.1594
H 1.7340 -3.9969 2.9749
H 2.9796 -2.8592 3.4855
H -2.8540 -3.6191 -0.1802
H -2.6497 -5.3189 0.2365
H -1.9350 -4.6717 -1.2408
H -1.7151 -2.5868 2.4953
H -0.4022 -3.5066 3.2546
H -1.9318 -4.2883 2.8596
H 0.5746 -6.1346 0.0527
H -0.3342 -6.3987 1.5375
H 1.2317 -5.5931 1.5890
H -1.5877 -2.8672 -2.5629
H -0.9601 -2.6891 -4.2043
H -0.6647 -1.4466 -2.9872
H -0.1403 -5.6239 -2.1166
H 1.6052 -5.7357 -2.2904
H 0.5906 -5.5859 -3.7166
H 2.3152 -1.9725 -4.1629
H 1.6538 -3.3699 -5.0058
H 3.0313 -3.5625 -3.9291

Here are the Löwdin charges for atoms 1 to 5, given in e:
1 Ir 0.971
2 O -0.067
3 C -1.028
4 S 0.958
5 C -1.155

***

(2)
CH3INP in the gas phase in a non-equilibrium geometry. Source: the OMol25 dataset; level of theory: the ωB97M-V functional and the def2-TZVPD basis.

For the energy above the lowest of the compared OMol25 structures with the same formula, charge and spin, the calculation gives 1.6509 eV. As for the net charge: 0. For the total energy, the calculation gives -733.60803 Ha. For the lowest unoccupied orbital energy (alpha / beta), the calculation gives -1.427 / -1.511 eV. The highest occupied orbital energy (alpha / beta) comes out at -8.6 / -8.7 eV.

Atoms and positions in Å:
C 0.4761 0.9380 0.3307
N -0.4663 0.0314 -0.1419
P -0.0488 -1.9117 -0.3081
I -2.0775 -2.7734 -1.2065
H 0.9175 1.4728 -0.5216
H 1.2922 0.5537 0.9485
H -0.0932 1.6892 0.8990

Here are the Löwdin charges for atoms 1 to 5, given in e:
1 C -0.354
2 N -0.343
3 P 0.263
4 I 0.217
5 H 0.082

***

(3)
C26H28BBrN4OPdS3 as an isolated structure. Source: the OMol25 dataset; level of theory: the ωB97M-V functional and the def2-TZVPD basis.

Its multiplicity is 5. For the energy above the lowest of the compared OMol25 structures with the same formula, charge and spin, the calculation gives 0.0000 eV. Its expectation value of S² is 6.05. As for the net charge: +2. For the total energy, the calculation gives -5222.56152 Ha. For the lowest unoccupied orbital energy (alpha / beta), the calculation gives -4.519 / -8.692 eV. The highest occupied orbital energy (alpha / beta) comes out at -13.1 / -13.1 eV.

Atoms and positions in Å:
Pd 0.8610 -0.5938 0.2723
Br 2.7095 -0.3862 2.2383
C 3.6904 -1.8875 1.5895
C 4.8563 -2.2269 2.2089
C 5.5486 -3.3755 1.7684
C 5.0441 -4.1382 0.7550
C 3.8334 -3.7856 0.1105
C 3.2886 -4.5848 -0.9272
C 2.1205 -4.2424 -1.5458
C 1.4504 -3.0508 -1.1795
C 1.9423 -2.2650 -0.1688
C 3.1382 -2.6180 0.5138
H 5.2386 -1.6432 3.0336
H 6.4736 -3.6511 2.2534
H 5.5624 -5.0304 0.4313
H 3.8207 -5.4800 -1.2218
H 1.7091 -4.8689 -2.3256
H 0.5440 -2.7742 -1.7091
C -4.7136 1.0311 -3.0717
N -3.4478 1.6447 -3.4596
C -3.0214 1.8262 -4.7134
C -1.7984 2.4750 -4.6273
N -1.5001 2.6683 -3.3367
B -0.2710 3.5645 -2.9063
N 1.0521 2.6839 -2.9018
C 1.9556 2.7000 -3.8893
C 2.9986 1.8536 -3.5425
N 2.7029 1.3195 -2.3463
C 3.5589 0.3678 -1.6406
C 1.4973 1.8285 -1.9370
S 0.7573 1.6889 -0.4351
C -2.5186 2.1551 -2.5657
S -2.6688 2.1048 -0.9354
H -5.2278 0.7297 -3.9798
H -5.3111 1.7566 -2.5262
H -4.5184 0.1664 -2.4420
H -3.5874 1.5187 -5.5745
H -1.1682 2.8324 -5.4211
H -0.4396 4.0315 -1.8282
H -0.1248 4.3498 -3.7960
H 1.8202 3.3106 -4.7643
H 3.9183 1.6278 -4.0529
H 4.5254 0.3712 -2.1364
H 3.1159 -0.6264 -1.6859
H 3.6766 0.6803 -0.6056
C -3.5543 2.6275 5.9399
C -2.9910 1.6684 4.9343
C -3.4198 1.6860 3.6069
C -2.9177 0.7885 2.6802
C -1.9619 -0.1300 3.0924
C -1.5034 -0.1634 4.4033
C -2.0281 0.7344 5.3154
S -1.3167 -1.3172 1.9622
C -2.5925 -2.5609 1.9729
O -1.3723 -0.6742 0.5559
H -4.1961 3.3668 5.4667
H -2.7553 3.1511 6.4644
H -4.1437 2.0946 6.6866
H -4.1625 2.4110 3.3001
H -3.2537 0.8017 1.6535
H -0.7455 -0.8736 4.7069
H -1.6786 0.7183 6.3395
H -3.4863 -2.1383 1.5165
H -2.7810 -2.8272 3.0105
H -2.2335 -3.4216 1.4162

Here are the Löwdin charges for atoms 1 to 5, given in e:
1 Pd 0.529
2 Br 0.857
3 C -0.575
4 C -0.096
5 C -0.042

***

(4)
C8H11BO2S in the gas phase in a non-equilibrium geometry. Source: the OMol25 dataset; level of theory: the ωB97M-V functional and the def2-TZVPD basis.

For the energy above the lowest of the compared OMol25 structures with the same formula, charge and spin, the calculation gives 0.2345 eV. As for the net charge: 0. For the total energy, the calculation gives -885.00947 Ha. For the lowest unoccupied orbital energy, the calculation gives 0.225 eV. The highest occupied orbital energy comes out at -7.9 eV.

Atoms and positions in Å:
C -1.3917 1.8489 -0.0938
C -0.4079 1.2885 -1.0985
S -0.7308 -0.6228 -0.9511
C 0.1854 -1.3578 0.3907
C 1.4827 -0.8858 0.7337
C 2.0450 -1.2446 1.8691
C 1.3668 -2.1823 2.7686
C 0.0503 -2.5717 2.5032
C -0.5297 -2.1566 1.2873
B -0.5470 1.7152 -2.5713
O -0.1427 0.9728 -3.6723
O -1.0075 3.0221 -2.6847
H -2.2408 1.1320 -0.2669
H -0.9386 1.7003 0.8567
H -1.5903 2.9184 -0.1548
H 0.7236 1.4039 -0.8483
H 1.9965 -0.2263 0.0745
H 3.1709 -1.0593 2.0176
H 1.9172 -2.5237 3.7631
H -0.5401 -3.2453 3.1110
H -1.4983 -2.5280 1.0936
H 0.0418 1.4363 -4.5510
H -1.4148 3.1659 -3.5762

Here are the Löwdin charges for atoms 1 to 5, given in e:
1 C -0.139
2 C -0.425
3 S 0.958
4 C -0.505
5 C -0.148

***

> Which of these has the lowest net charge?

C27H52GeIrN3O5S4Si4